{
  "formula": "C30H22AlN8O2S3",
  "method": "the ωB97M-V functional and the def2-TZVPD basis",
  "e_tot_ha": -3181.905629,
  "charge": 1,
  "species": ["S", "N", "H", "C", "C", "C", "C", "H", "H", "H", "H", "C", "C", "H", "H", "Al", "O", "H", "H", "C", "C", "N", "N", "H", "N", "C", "C", "H", "H", "C", "C", "C", "O", "C", "C", "H", "C", "C", "N", "C", "C", "N", "H", "S", "H", "C", "C", "S", "C", "H", "C", "C", "H", "C", "H", "C", "H", "H", "H", "N", "H", "C", "C", "C", "N", "C"],
  "coordinates": [[3.4921, 1.4624, -1.4024], [-0.4517, -0.4871, -2.3387], [0.6372, -2.1316, -5.0382], [-2.1263, -0.4642, -4.0354], [0.3455, -1.1912, -3.1404], [4.2561, -2.9317, -0.8998], [-1.9328, -3.3341, 4.2690], [-3.5112, 1.5422, -3.2166], [-3.1265, -0.1981, -4.3483], [-1.5077, -5.9914, 4.0165], [6.0104, -0.2115, -1.9518], [-0.7057, -3.9967, 3.7910], [-3.6997, 2.5675, -0.0923], [6.2562, -2.6499, -1.6318], [2.2129, -2.9306, -0.2045], [-0.1722, -0.3138, -0.2634], [-0.3091, -2.0790, -0.2634], [-2.6605, -4.0152, 4.6962], [0.8725, 1.5528, 1.9430], [-4.6301, 4.7752, 0.0110], [-2.4581, 0.6183, -1.7752], [1.5875, -5.2435, 2.9659], [-2.1222, 0.4432, -0.5444], [-5.2388, 5.6168, -1.8648], [-3.4446, 1.4313, -2.2173], [-2.2266, -2.0360, 4.2913], [-1.6573, -0.1244, -2.7799], [-4.9324, 5.6342, 0.5933], [1.3110, -1.4707, -2.7394], [-1.4052, -0.9590, 3.7000], [0.2251, 0.8656, 2.4687], [-4.0553, 3.6823, 0.6472], [-1.9016, -3.3850, 0.2316], [5.1883, -0.8031, -1.5725], [2.9068, -0.9745, -0.7608], [4.3808, -3.9975, -0.7637], [-0.8403, 0.0599, 4.4465], [3.0440, -2.3477, -0.5793], [0.3649, -3.2685, 3.4604], [5.3186, -2.1688, -1.3894], [-1.1600, -0.9683, 2.3324], [-0.7429, -3.3154, -0.0257], [-3.1479, -1.7336, 4.7782], [0.5566, 2.0640, -0.6404], [-1.0225, 0.1223, 5.5120], [-1.2960, -1.2003, -4.8686], [-4.4121, 3.6592, -2.1073], [-3.0613, 1.1299, 0.7145], [3.9708, -0.2159, -1.2559], [-3.8995, 3.6870, 1.7184], [-3.8757, 2.5580, -1.4653], [1.9218, 1.0645, -0.8085], [-1.6369, -1.7168, 1.7135], [-0.0024, 0.9754, 3.8198], [0.6200, -7.0404, 3.2238], [1.4471, -3.9274, 3.0754], [0.4746, 1.7662, 4.3801], [-4.5270, 3.6547, -3.1849], [-1.6366, -1.4979, -5.8508], [-0.3706, -0.0807, 1.7221], [2.3125, -3.3234, 2.8242], [0.5206, -5.9639, 3.3004], [-4.8056, 4.7631, -1.3629], [-0.0371, -1.5591, -4.4184], [1.7700, -0.2159, -0.5000], [-0.6580, -5.3846, 3.7363]]
}

***

{
  "formula": "C4H10N2O",
  "method": "the ωB97M-V functional and the def2-TZVPD basis",
  "spin_multiplicity": 2,
  "e_above_lowest_kcal_mol": 29.04,
  "charge": 1,
  "species": ["H", "H", "H", "O", "H", "H", "C", "H", "C", "H", "C", "N", "N", "C", "H", "H", "H"],
  "coordinates": [[-0.8815, 0.4244, 1.6690], [1.4987, -1.4964, 0.0963], [1.0095, 0.5794, -1.8420], [2.5911, 1.3571, 0.5926], [-0.1495, 1.7112, 0.1853], [-2.3794, -1.1720, -0.3019], [-2.3082, -0.6786, 0.6587], [-3.0837, 0.0521, 0.8846], [0.6054, -0.0257, -1.0569], [-2.3430, -1.3790, 1.4930], [2.7388, 0.2646, 0.1240], [-1.0593, 0.0245, 0.7485], [1.6177, -0.5311, -0.1546], [-0.4801, 0.8145, -0.3294], [3.7339, -0.1222, -0.1315], [-1.2353, 1.0464, -1.0874], [0.1248, -0.8692, -1.5483]]
}

***

{
  "formula": "C2H8Si",
  "method": "the ωB97M-V functional and the def2-TZVPD basis",
  "smiles": "CC[SiH3]",
  "e_above_lowest_kcal_mol": 1.69,
  "charge": 0,
  "species": ["H", "H", "C", "H", "H", "C", "H", "Si", "H", "H", "H"],
  "coordinates": [[0.0294, 1.6664, 0.5844], [-0.0287, -0.6746, -2.4760], [-0.4784, 0.8404, 1.0838], [1.7491, -1.5424, -1.1115], [-0.0152, 0.7310, 2.0642], [-0.4150, -0.4751, 0.2780], [-0.0912, -1.2905, 0.9281], [0.7284, -0.4732, -1.2186], [1.4417, 0.8212, -1.3197], [-1.4116, -0.7572, -0.0659], [-1.5086, 1.1540, 1.2531]]
}

***

{
  "formula": "C2H2O2",
  "method": "the ωB97M-V functional and the def2-TZVPD basis",
  "smiles": "C#COO",
  "e_above_lowest_kcal_mol": 110.48,
  "charge": 0,
  "species": ["O", "O", "C", "H", "H", "C"],
  "coordinates": [[0.7561, -0.7034, 0.0718], [1.8799, 0.2245, 0.0197], [-1.6514, -0.1380, 0.0708], [-2.5889, -0.0888, -0.3518], [2.5114, -0.0368, -0.6275], [-0.4609, -0.2844, -0.1190]]
}

***

{
  "formula": "H12O6",
  "method": "the ωB97M-V functional and the def2-TZVPD basis",
  "smiles": "O.O.O.O.O.O",
  "e_above_lowest_kcal_mol": 62.07,
  "charge": 0,
  "species": ["H", "H", "O", "H", "O", "H", "H", "H", "H", "H", "H", "O", "H", "O", "H", "H", "O", "O"],
  "coordinates": [[-3.3012, 1.5307, -1.0012], [-2.6582, 0.5497, -1.2512], [1.4968, 2.0507, 2.4338], [-0.4052, 0.4617, 1.0638], [1.6438, 1.8577, -0.9012], [-2.3952, -2.3133, -0.1822], [2.3818, 1.3347, -1.2252], [-1.0082, -2.5113, -0.8692], [1.9278, 2.7097, 1.7438], [1.8768, 1.2047, 2.2898], [1.0498, 1.1487, -0.5212], [1.7428, -2.6543, 0.5178], [2.1258, -2.6023, -0.3532], [-0.1662, 0.2007, 0.2058], [-0.8582, -0.2333, -0.1522], [0.9688, -2.1103, 0.5268], [-1.7072, -1.8953, -0.6452], [-2.7142, 1.2707, -1.6792]]
}

***

{
  "formula": "C15H27NO11",
  "method": "the ωB97M-V functional and the def2-TZVPD basis",
  "smiles": "COCCNCCOC.O=C1OCCO1.O=C1OCCO1.O=C1OCCO1",
  "e_above_lowest_kcal_mol": 25.18,
  "charge": 0,
  "species": ["H", "H", "C", "C", "H", "O", "O", "N", "C", "H", "H", "H", "C", "O", "H", "C", "H", "O", "H", "H", "H", "H", "C", "H", "H", "O", "C", "H", "H", "C", "H", "C", "H", "H", "O", "C", "O", "H", "H", "O", "H", "H", "O", "H", "H", "O", "C", "C", "C", "H", "C", "O", "C", "H"],
  "coordinates": [[1.0385, -4.9669, -0.1333], [2.2234, 1.9844, -1.3323], [3.5923, -3.2700, -1.0682], [-4.4547, 0.7833, -0.6596], [-0.1935, -1.6607, -1.3641], [-2.9162, 4.9647, 1.0535], [-1.4952, 6.0190, -0.4654], [3.7313, -1.0525, -0.0077], [0.2422, -1.9273, 0.7912], [-3.4479, 1.0295, -0.3222], [-3.6165, -0.8557, -1.7632], [0.5936, -0.3006, -0.6079], [-1.4997, -0.6676, 1.2198], [-6.5582, -1.1415, 1.3348], [2.5063, -5.5283, -0.9323], [3.5564, 1.1867, 1.0608], [4.0839, 0.8332, -1.0255], [-5.1597, -1.4199, -0.4851], [5.1095, -1.9598, -1.3687], [4.1539, 2.0607, 1.3201], [-2.8143, 3.9075, 2.8562], [-1.7786, 2.2360, 0.5563], [1.9091, 2.3567, -0.3572], [-5.3232, -0.4453, -2.2389], [-3.7702, 3.0599, 1.5997], [-1.3801, -0.6334, -0.0802], [-2.9372, 3.7376, 1.7865], [1.3138, -2.0795, 0.9195], [-4.8221, 1.5231, -1.3708], [-0.1044, -1.1172, -0.4235], [3.4660, 0.5623, 1.9497], [-1.6560, 3.0286, 1.2944], [4.1799, -3.8228, -0.3352], [0.8762, 2.7035, -0.3876], [2.1594, 1.4743, 0.7030], [4.2007, 0.3408, -0.0601], [-1.0013, 4.0525, 0.5263], [3.7914, -3.7958, -2.0020], [1.2939, -4.9134, -1.8555], [-0.4475, -1.2566, 1.7720], [5.2653, 0.3219, 0.1733], [3.5465, -1.4312, -2.1143], [-2.4214, -0.2360, 1.8605], [-0.9970, 2.6379, 2.0698], [2.5061, 3.2567, -0.2103], [2.2184, -3.3440, -0.6719], [4.0374, -1.8253, -1.2245], [1.7758, -4.7200, -0.8971], [-1.7416, 5.1039, 0.3276], [-0.0352, -2.9792, 0.7218], [-5.6853, -0.6865, 0.5721], [-5.2651, 0.5745, 0.4910], [-4.6047, -0.5437, -1.4251], [2.7554, -1.1584, 0.2299]]
}

***

{
  "formula": "C22H26Cl6F24O4",
  "method": "the ωB97M-V functional and the def2-TZVPD basis",
  "smiles": "FC(F)C(F)(F)COC(F)(F)C(F)F.FC(F)C(F)(F)COC(F)(F)C(F)F.FC(F)C(F)(F)COC(F)(F)C(F)F.C1CCOC1.ClCCl.ClCCl.ClCCl",
  "e_above_lowest_kcal_mol": 119.27,
  "charge": 0,
  "species": ["H", "Cl", "H", "H", "Cl", "C", "C", "F", "H", "C", "H", "H", "C", "F", "F", "F", "C", "H", "H", "H", "H", "F", "H", "H", "H", "Cl", "C", "Cl", "H", "C", "F", "F", "C", "C", "H", "C", "F", "C", "F", "H", "F", "F", "Cl", "O", "O", "F", "C", "F", "H", "F", "C", "H", "C", "F", "F", "H", "H", "C", "H", "H", "C", "C", "F", "O", "C", "H", "F", "Cl", "F", "C", "F", "F", "O", "F", "C", "H", "F", "F", "H", "C", "H", "C"],
  "coordinates": [[-10.3834, 28.2139, 1.3192], [-1.3538, 27.7455, 3.7210], [-14.2428, 35.6838, 3.1942], [-9.5023, 27.1628, -6.3383], [-1.8406, 28.0707, 0.7847], [-15.3138, 34.5644, 4.6668], [-14.7925, 25.0575, -2.0976], [-6.8241, 29.0591, -6.0114], [-0.1850, 29.1901, 2.1512], [-14.5716, 24.2406, -0.7687], [-16.8370, 35.5285, 5.6263], [-15.8487, 25.3195, -2.1588], [-10.2005, 28.3276, 3.4714], [-9.1651, 27.6497, -4.4897], [-7.3680, 27.8169, -7.5134], [-14.7502, 20.2757, -0.3461], [-7.4936, 24.8136, -4.4332], [-11.2149, 27.9309, 3.5125], [-8.1503, 22.9206, -5.2392], [-5.7017, 26.7484, -6.2136], [-6.1598, 27.1464, -4.5975], [-16.2713, 31.6421, -0.1862], [-13.5693, 28.2109, 8.2540], [0.1190, 27.4292, 1.7345], [-9.5451, 26.6774, 4.6502], [-13.4465, 30.0516, 9.7530], [-6.5650, 26.8069, -5.5507], [-7.6820, 33.4637, -1.6094], [-15.3450, 20.3042, -3.4722], [-8.4572, 27.4882, 2.0007], [-17.5709, 35.0025, 3.8646], [-15.3659, 18.6244, -2.5677], [-16.5382, 35.4511, 4.5809], [-9.2758, 33.1034, -2.2365], [-10.3036, 29.3544, 3.8222], [-16.1340, 32.7456, 0.5024], [-14.0848, 26.1380, -2.2507], [-15.4196, 20.6620, -1.4192], [-14.1431, 32.1980, 1.7285], [-16.4306, 23.1540, -0.3045], [-16.2499, 36.6888, 4.1899], [-14.5658, 24.3195, -3.2480], [-10.1461, 34.6533, -2.5106], [-8.0303, 27.4380, 3.3555], [-7.2379, 25.5365, -5.6606], [-9.6595, 24.0135, -5.2635], [-0.5967, 28.1852, 2.0575], [-9.5503, 29.0051, -6.1257], [-8.8189, 28.1996, 5.1034], [-17.3710, 33.3241, 0.5359], [-7.4711, 27.9101, -6.2449], [-15.0923, 22.3316, 0.3254], [-14.5379, 34.6411, 3.3112], [-16.6829, 20.4106, -1.2863], [-8.8188, 23.0456, -3.4649], [-7.5480, 27.7118, 1.4427], [-13.6503, 34.0084, 3.3215], [-14.9091, 19.8597, -2.5775], [-9.3585, 29.5139, 1.9193], [-8.9159, 26.5893, 1.5887], [-8.5528, 23.7034, -4.5963], [-8.9636, 27.9118, -5.7580], [-13.2864, 23.8649, -0.7355], [-15.1933, 34.2428, 2.1156], [-9.1178, 27.5954, 4.2467], [-9.2024, 32.5388, -3.1661], [-13.5646, 19.7860, -2.7649], [-11.9483, 27.4607, 9.7682], [-6.3136, 24.4608, -3.8878], [-13.3893, 28.3539, 9.3195], [-15.6875, 33.3747, 4.9954], [-14.7164, 25.0861, 0.2606], [-15.2322, 22.0454, -1.6514], [-14.4989, 34.8438, 5.7377], [-15.3893, 22.9301, -0.5359], [-15.6709, 33.4608, -0.1774], [-15.8166, 32.1748, 2.8780], [-7.9619, 25.7277, -3.6346], [-9.8288, 32.6020, -1.4422], [-15.3243, 32.8186, 1.8704], [-14.2680, 27.9595, 9.8297], [-9.6253, 28.4665, 2.0605]]
}

***

{
  "formula": "C4H7F5N2",
  "method": "the ωB97M-V functional and the def2-TZVPD basis",
  "smiles": "CN(C)C(F)(F)NC(F)(F)F",
  "e_above_lowest_kcal_mol": 0.00,
  "charge": 0,
  "species": ["C", "H", "H", "C", "F", "F", "C", "H", "H", "F", "F", "H", "H", "H", "N", "F", "C", "N"],
  "coordinates": [[-1.9290, 0.6516, -0.3924], [-2.0927, 0.9881, 0.5965], [0.6164, -1.0868, -1.9647], [0.5372, 1.0110, -0.3347], [2.0056, -1.4335, 0.8472], [1.5729, 1.0629, -1.1083], [1.2660, -0.5944, 1.6521], [-1.3185, -1.3020, -1.6645], [-2.4751, -0.2741, -0.4236], [-0.0009, -1.1533, 1.6102], [1.7233, -0.7764, 2.8858], [1.8509, 1.3142, 1.2738], [-2.3155, 1.2971, -1.1779], [-0.0387, -1.8645, -0.5469], [-0.4665, 0.2915, -0.8423], [0.2089, 2.2952, -0.1849], [-0.2737, -1.0795, -1.3414], [1.1293, 0.6529, 1.1163]]
}

***

{
  "formula": "C2H6NP",
  "method": "the ωB97M-V functional and the def2-TZVPD basis",
  "e_above_lowest_kcal_mol": 41.57,
  "charge": 0,
  "species": ["H", "H", "N", "H", "C", "H", "C", "P", "H", "H"],
  "coordinates": [[2.0328, -0.8797, -1.0209], [0.2923, -0.8554, -0.4464], [-2.5287, 0.1054, -0.2392], [2.9523, 0.6010, 0.5663], [1.9224, 0.2970, 0.5349], [-2.2092, 0.2542, -1.2314], [1.3053, -0.4912, -0.3225], [-1.5273, 0.2743, 0.9889], [-3.5532, -0.0360, -0.1216], [1.3133, 0.7305, 1.2919]]
}